Entry 1:
The following is a DFT calculation (ωB97M-V/def2-TZVPD) of a molecular structure, C16H34N3OPPtSSi in a non-equilibrium geometry.

Computed properties:
- frontier orbital gap (alpha / beta) (eV) = 4.8764 / 6.4237
- 2S+1 = 5
- net charge = 0
- expectation value of S² = 6.068
- molar mass (g/mol) = 570.67
- highest occupied orbital energy (alpha / beta) (eV) = -4.5 / -6.9
- E (eV) = -54904.1541

Each line ends with the Löwdin spin population.
Atoms and positions in Å:
1 Pt -0.085 -0.139 -1.125  0.889
2 Si 0.101 -2.253 -1.979  0.208
3 P 0.503 1.165 -2.859  0.184
4 N -1.900 0.306 -0.776  0.756
5 H 0.574 0.679 1.486  0.049
6 C 0.815 2.911 -2.496  0.051
7 H 0.992 3.448 -3.438  0.011
8 H 1.697 3.009 -1.850  0.001
9 H -0.050 3.348 -1.982  0.001
10 C 1.997 0.581 -3.694  0.037
11 H 2.165 1.215 -4.575  0.008
12 H 1.885 -0.466 -3.998  0.001
13 H 2.849 0.657 -3.006  0.001
14 C -0.886 1.124 -4.014  0.007
15 H -0.619 1.675 -4.921  0.002
16 H -1.757 1.585 -3.537  0.001
17 H -1.138 0.087 -4.251  0.000
18 C 1.854 -2.970 -1.940  0.048
19 H 2.192 -3.138 -0.911  0.001
20 H 2.590 -2.339 -2.449  0.001
21 H 1.805 -3.941 -2.452  0.009
22 H -0.722 -3.136 -1.086  0.045
23 H -0.360 -2.233 -3.401  0.013
24 C -3.171 0.066 -0.938  0.078
25 C -5.441 0.833 -0.503  -0.007
26 C -4.087 0.971 -0.301  0.156
27 C -3.693 -1.016 -1.736  0.156
28 C -5.055 -1.121 -1.920  -0.008
29 C -5.928 -0.199 -1.323  0.183
30 H -6.121 1.534 -0.023  -0.004
31 H -3.620 1.752 0.308  0.006
32 H -2.968 -1.709 -2.182  0.007
33 H -5.449 -1.928 -2.536  -0.004
34 H -7.000 -0.284 -1.498  0.011
35 C 3.359 -0.080 0.260  0.010
36 O 2.418 -0.302 -0.523  0.070
37 C 3.187 0.547 1.603  0.006
38 H 4.124 1.042 1.892  0.000
39 H 2.974 -0.236 2.349  0.001
40 H 2.382 1.286 1.606  0.005
41 C 4.768 -0.461 -0.095  0.002
42 H 5.368 0.448 -0.195  0.000
43 H 4.785 -1.022 -1.033  0.000
44 H 5.189 -1.064 0.713  0.000
45 C -1.289 0.899 5.409  0.034
46 N -0.554 0.976 4.131  0.143
47 C -0.095 -0.113 3.478  0.443
48 S -0.441 -0.231 1.745  0.140
49 N 0.635 -1.051 4.076  0.193
50 C 1.288 -0.851 5.372  0.023
51 H -1.140 -0.075 5.879  0.001
52 H -2.350 1.034 5.177  0.006
53 H -0.948 1.707 6.070  0.000
54 H -0.967 1.657 3.485  0.004
55 H 0.978 -1.786 3.445  0.005
56 H 0.906 -1.582 6.096  0.005
57 H 2.369 -0.979 5.253  0.007
58 H 1.085 0.166 5.713  0.001


Entry 2:
The following is a DFT calculation (ωB97M-V/def2-TZVPD) of a molecular structure, C28H80FeN4O14P in a non-equilibrium geometry.

Computed properties:
- frontier orbital gap (alpha / beta) (eV) = 8.0202 / 7.3474
- 2S+1 = 6
- net charge = 0
- expectation value of S² = 8.756
- molar mass (g/mol) = 783.78
- highest occupied orbital energy (alpha / beta) (eV) = -8.2 / -8.2
- ΔE to the lowest compared entry with this formula, charge and spin (kcal/mol) = 49.3
- E (eV) = -108635.0925

Each line ends with the Löwdin spin population.
Atoms and positions in Å:
1 Fe 0.512 -0.982 -2.189  4.225
2 P 0.427 -0.024 -0.068  0.027
3 O -0.756 0.032 -1.117  0.173
4 O 0.332 0.640 1.297  0.016
5 O 1.390 0.413 -1.226  0.152
6 O 0.500 -1.551 -0.381  0.143
7 C 4.004 1.318 4.286  0.000
8 C 2.572 1.047 3.821  0.000
9 O 2.606 0.140 2.697  0.000
10 H 4.076 2.191 4.937  0.000
11 H 4.629 1.572 3.430  0.000
12 H 4.423 0.455 4.801  0.000
13 H 2.095 1.984 3.519  0.000
14 H 1.925 0.584 4.568  0.000
15 H 1.760 0.335 2.204  0.000
16 C -1.586 2.729 4.805  0.000
17 C -1.782 1.704 3.660  0.000
18 O -0.832 0.651 3.785  0.000
19 H -2.181 3.622 4.604  0.000
20 H -0.556 2.998 5.033  0.000
21 H -2.015 2.293 5.711  0.000
22 H -1.647 2.260 2.728  0.000
23 H -2.796 1.298 3.685  0.000
24 H -0.380 0.675 2.921  0.000
25 C -1.700 -5.950 0.350  0.000
26 C -1.081 -4.606 0.749  0.000
27 O -0.439 -4.058 -0.397  0.001
28 H -0.967 -6.608 -0.124  0.000
29 H -2.500 -5.792 -0.374  0.000
30 H -2.014 -6.510 1.231  0.000
31 H -0.391 -4.794 1.572  0.000
32 H -1.870 -3.883 0.974  0.000
33 H -0.064 -3.181 -0.192  0.000
34 C 4.759 3.630 0.455  0.000
35 C 3.992 2.301 0.502  0.000
36 O 3.568 2.023 -0.825  0.005
37 H 5.389 3.831 1.321  0.000
38 H 4.089 4.439 0.169  0.000
39 H 5.476 3.518 -0.365  0.000
40 H 3.173 2.487 1.199  0.000
41 H 4.638 1.474 0.804  0.000
42 H 2.817 1.398 -0.758  0.002
43 C -4.614 -0.945 1.704  0.000
44 C -3.188 -0.673 1.300  0.000
45 O -3.015 -1.050 -0.067  0.003
46 H -4.871 -1.912 1.274  0.000
47 H -5.210 -0.098 1.369  0.000
48 H -4.615 -1.026 2.793  0.000
49 H -2.473 -1.259 1.890  0.000
50 H -2.910 0.381 1.408  0.000
51 H -2.155 -0.658 -0.336  0.001
52 C 0.090 5.555 1.324  0.000
53 C 0.597 4.149 1.654  0.000
54 O -0.100 3.277 0.755  0.000
55 H -0.002 5.691 0.251  0.000
56 H 0.662 6.362 1.782  0.000
57 H -0.892 5.630 1.801  0.000
58 H 0.466 3.812 2.683  0.000
59 H 1.657 4.103 1.388  0.000
60 H -0.086 2.371 1.115  0.000
61 C 2.849 -3.235 4.303  0.000
62 C 2.032 -3.312 3.032  0.000
63 C 0.570 -2.846 3.333  0.000
64 O -0.117 -3.794 4.100  0.000
65 C -1.518 -3.660 4.100  0.000
66 N 2.634 -2.556 1.953  0.001
67 H 3.854 -3.646 4.155  0.000
68 H 2.439 -3.847 5.105  0.000
69 H 3.036 -2.187 4.547  0.000
70 H 2.076 -4.356 2.705  0.000
71 H 0.042 -2.573 2.410  0.001
72 H 0.618 -1.912 3.911  0.000
73 H -1.944 -3.828 3.105  0.000
74 H -1.870 -2.739 4.568  0.000
75 H -1.956 -4.492 4.656  0.000
76 H 2.799 -1.573 2.203  0.000
77 H 2.024 -2.550 1.150  0.001
78 C 2.281 0.125 -5.960  0.002
79 C 1.909 -0.671 -4.726  0.004
80 C 3.043 -0.753 -3.705  0.002
81 O 2.561 -1.516 -2.599  0.049
82 C 3.573 -1.753 -1.626  0.004
83 N 0.699 -0.092 -4.052  0.054
84 H 1.414 0.343 -6.586  0.000
85 H 2.983 -0.399 -6.608  0.000
86 H 2.713 1.070 -5.622  0.000
87 H 1.612 -1.697 -4.965  0.000
88 H 3.296 0.248 -3.341  0.000
89 H 3.857 -1.171 -4.303  0.001
90 H 3.239 -2.277 -0.731  0.000
91 H 3.963 -0.782 -1.302  0.000
92 H 4.439 -2.295 -2.014  0.002
93 H -0.025 0.006 -4.760  0.004
94 H 0.995 0.891 -4.007  0.003
95 C -0.949 -4.781 -3.859  0.003
96 C -0.750 -3.264 -3.845  0.006
97 C -2.012 -2.584 -3.345  0.001
98 O -1.624 -1.212 -3.309  0.035
99 C -2.671 -0.300 -3.577  0.003
100 N 0.262 -2.951 -2.808  0.061
101 H -1.166 -5.200 -2.874  0.000
102 H -0.054 -5.304 -4.204  0.000
103 H -1.792 -5.062 -4.492  0.001
104 H -0.498 -2.855 -4.823  0.000
105 H -2.370 -2.906 -2.362  0.000
106 H -2.860 -2.769 -4.011  0.001
107 H -2.933 -0.401 -4.639  0.001
108 H -2.275 0.708 -3.458  0.000
109 H -3.612 -0.412 -3.037  0.000
110 H 1.071 -3.535 -3.015  0.003
111 H -0.125 -3.511 -2.033  0.002
112 C -3.342 2.657 -0.909  0.001
113 C -2.517 3.148 -2.121  0.000
114 C -2.488 4.670 -2.171  0.000
115 O -3.823 5.119 -2.268  0.000
116 C -3.909 6.530 -2.272  0.000
117 N -1.154 2.597 -2.032  0.002
118 H -3.148 1.598 -0.726  0.000
119 H -4.432 2.730 -0.955  0.000
120 H -3.109 3.170 0.029  0.000
121 H -2.991 2.842 -3.057  0.000
122 H -1.942 4.923 -3.087  0.000
123 H -1.989 5.046 -1.273  0.000
124 H -3.577 6.952 -3.227  0.000
125 H -3.350 6.988 -1.453  0.000
126 H -4.964 6.797 -2.207  0.000
127 H -1.213 1.609 -1.716  0.000
128 H -0.750 2.980 -1.179  0.000


Entry 3:
The following is a DFT calculation (ωB97M-V/def2-TZVPD) of 15 unconnected molecules or ions with the total composition C22H52N16O36P in a non-equilibrium geometry.

Computed properties:
- frontier orbital gap (eV) = 6.2910
- net charge = -1
- molar mass (g/mol) = 1147.71
- highest occupied orbital energy (eV) = -5.6
- E (eV) = -130461.9728

Each line ends with the Löwdin charge.
Atoms and positions in Å:
1 N 1.964 -1.898 3.429  0.013
2 C 2.115 -0.789 2.469  -0.264
3 C 0.777 -0.127 2.078  -0.148
4 C -0.385 -1.121 1.948  -0.161
5 C -1.252 -1.260 3.191  -0.359
6 P -2.079 -3.008 3.187  0.945
7 O -1.364 -3.762 4.479  -0.274
8 O -1.506 -3.752 1.850  -0.295
9 O -0.597 -0.948 4.443  0.051
10 C -0.766 0.354 4.716  -0.562
11 O -0.006 1.050 5.311  0.149
12 O -1.941 0.775 4.201  0.122
13 C -2.415 -0.166 3.265  -0.272
14 N -3.640 -0.800 3.883  0.163
15 C -3.959 -0.450 4.994  -0.293
16 O -4.218 -0.152 6.103  0.126
17 C -2.878 0.458 1.885  -0.631
18 O -4.071 0.304 1.586  -0.011
19 O -1.967 1.040 1.249  -0.034
20 H 1.813 -1.492 4.346  0.067
21 H 2.858 -2.383 3.501  0.030
22 H 2.727 -0.002 2.925  0.105
23 H 2.593 -1.186 1.576  0.097
24 H 0.547 0.727 2.711  0.103
25 H 0.942 0.281 1.078  0.110
26 H 0.067 -2.084 1.723  0.088
27 H -1.017 -0.795 1.133  0.066
28 H -1.561 -3.207 5.248  0.045
29 H -0.546 -3.926 1.849  0.049
30 C -2.592 0.224 -2.645  0.047
31 N -1.498 -0.097 -1.693  -0.423
32 O -1.705 -0.951 -0.866  0.080
33 O -0.464 0.537 -1.818  0.047
34 H -3.444 -0.405 -2.416  0.098
35 H -2.840 1.274 -2.514  0.107
36 H -2.210 0.031 -3.643  0.048
37 C -1.500 2.919 7.068  0.052
38 N -1.803 3.357 8.461  -0.447
39 O -0.911 3.327 9.281  0.067
40 O -2.944 3.720 8.694  0.028
41 H -0.462 2.626 7.012  0.082
42 H -2.154 2.083 6.840  0.095
43 H -1.707 3.759 6.411  0.101
44 C 6.233 -2.250 0.954  0.042
45 N 5.643 -1.752 2.224  -0.429
46 O 4.681 -2.346 2.665  0.047
47 O 6.154 -0.773 2.725  0.070
48 H 5.668 -3.116 0.630  0.095
49 H 6.162 -1.447 0.229  0.083
50 H 7.270 -2.504 1.149  0.100
51 C 0.323 2.431 -5.437  0.060
52 N -0.975 1.768 -5.733  -0.426
53 O -1.093 0.602 -5.421  0.032
54 O -1.838 2.438 -6.265  0.066
55 H 0.973 1.704 -4.965  0.090
56 H 0.731 2.779 -6.382  0.098
57 H 0.116 3.265 -4.773  0.106
58 C 0.780 -2.558 -6.922  0.037
59 N 2.015 -2.102 -6.235  -0.434
60 O 2.086 -0.933 -5.896  0.045
61 O 2.883 -2.927 -6.048  0.066
62 H 0.103 -1.715 -7.004  0.086
63 H 1.068 -2.924 -7.898  0.083
64 H 0.338 -3.348 -6.322  0.099
65 C -4.088 -1.201 -6.043  0.060
66 N -3.328 -2.479 -5.996  -0.428
67 O -2.193 -2.450 -5.568  0.064
68 O -3.892 -3.485 -6.386  0.045
69 H -3.449 -0.411 -5.666  0.066
70 H -4.363 -1.026 -7.079  0.104
71 H -4.972 -1.329 -5.425  0.107
72 C -3.077 7.011 7.085  0.047
73 N -2.136 7.529 6.055  -0.446
74 O -2.113 6.982 4.975  0.078
75 O -1.445 8.479 6.372  0.046
76 H -3.623 6.174 6.667  0.095
77 H -2.486 6.702 7.942  0.099
78 H -3.745 7.825 7.349  0.099
79 C -3.794 -5.865 -4.192  0.044
80 N -3.919 -6.096 -2.727  -0.444
81 O -4.378 -5.201 -2.055  0.086
82 O -3.550 -7.173 -2.297  0.044
83 H -4.159 -4.872 -4.412  0.067
84 H -2.745 -5.961 -4.451  0.103
85 H -4.387 -6.622 -4.696  0.102
86 C -6.333 0.324 8.557  0.048
87 N -6.483 -0.814 9.504  -0.453
88 O -7.591 -1.295 9.646  0.051
89 O -5.483 -1.189 10.078  0.061
90 H -7.304 0.542 8.131  0.093
91 H -5.954 1.169 9.124  0.101
92 H -5.627 0.027 7.786  0.064
93 C 0.238 10.122 4.005  0.037
94 N 1.498 10.731 3.495  -0.456
95 O 2.460 10.755 4.235  0.063
96 O 1.478 11.170 2.363  0.052
97 H 0.401 9.777 5.018  0.076
98 H -0.528 10.890 3.971  0.100
99 H -0.015 9.295 3.349  0.102
100 C 4.635 -1.144 -4.076  0.034
101 N 5.715 -1.261 -3.060  -0.433
102 O 5.568 -2.076 -2.175  0.069
103 O 6.669 -0.519 -3.186  0.047
104 H 3.859 -1.859 -3.838  0.083
105 H 4.260 -0.127 -4.030  0.102
106 H 5.070 -1.353 -5.047  0.094
107 C 8.687 0.925 -5.333  0.040
108 N 7.770 2.012 -5.781  -0.451
109 O 8.239 2.898 -6.468  0.061
110 O 6.609 1.936 -5.437  0.054
111 H 9.673 1.131 -5.730  0.091
112 H 8.689 0.912 -4.248  0.092
113 H 8.292 -0.007 -5.723  0.096
114 C -1.741 -6.857 0.328  0.032
115 N -0.605 -6.825 1.286  -0.446
116 O -0.659 -7.550 2.256  0.070
117 O 0.311 -6.064 1.037  0.044
118 H -2.469 -7.576 0.683  0.095
119 H -2.162 -5.855 0.295  0.089
120 H -1.347 -7.145 -0.641  0.090
121 C 3.771 0.365 -8.957  0.056
122 N 2.577 -0.471 -9.258  -0.426
123 O 2.599 -1.635 -8.906  0.042
124 O 1.654 0.066 -9.829  0.078
125 H 4.499 -0.253 -8.445  0.095
126 H 4.156 0.731 -9.903  0.101
127 H 3.442 1.186 -8.328  0.101


> Look up the net charge of the third one.

-1


> Number 3 is which compound?

C22H52N16O36P


> Which value of net charge does entry 2 give?

0